[1]
The following is a quantum chemistry calculation of 9 unconnected molecules or ions with the total composition C12H42N8O9, from OMol25.

Geometry as XYZ:
```
71
Properties=species:S:1:pos:R:3
N -0.763 4.490 -0.202
C 0.379 4.001 0.140
N 0.279 2.905 0.822
O 1.555 4.437 -0.385
H -0.701 5.288 -0.850
H -1.613 4.263 0.310
H 1.159 2.476 1.181
H -0.641 2.486 1.049
N 1.534 0.057 1.354
C 1.893 0.879 2.253
N 2.553 1.848 1.704
O 1.593 0.787 3.563
H 0.941 -0.648 1.799
H 1.316 0.380 0.319
H 2.925 2.577 2.350
H 2.944 1.790 0.764
N -3.609 1.068 0.086
C -3.013 0.295 0.915
N -3.803 -0.151 1.892
O -1.631 0.130 0.869
H -2.973 1.510 -0.542
H -4.600 1.185 -0.038
H -3.442 -0.931 2.541
H -4.850 -0.238 1.790
N -1.396 -2.520 1.252
C -0.341 -2.969 1.914
N -0.267 -4.236 1.934
O 0.581 -2.131 2.537
H -1.366 -1.460 1.159
H -2.015 -3.077 0.571
H 0.578 -4.674 2.356
H -0.918 -4.858 1.539
C 5.473 -2.725 1.444
C 4.114 -2.016 1.331
O 4.323 -0.654 1.173
H 5.929 -2.422 2.344
H 6.123 -2.581 0.603
H 5.392 -3.808 1.481
H 3.625 -2.249 2.249
H 3.515 -2.329 0.468
H 3.431 -0.252 1.292
C 0.654 -2.053 -1.319
C -0.181 -0.901 -1.645
O 0.524 0.267 -1.263
H -0.029 -2.909 -1.444
H 1.117 -2.088 -0.287
H 1.539 -2.078 -1.987
H -1.150 -1.031 -1.161
H -0.302 -0.694 -2.722
H -0.153 0.962 -1.371
C -4.139 -1.139 -2.341
C -5.163 -2.209 -1.987
O -5.694 -1.920 -0.746
H -3.655 -1.266 -3.301
H -3.318 -1.091 -1.639
H -4.609 -0.103 -2.422
H -4.649 -3.237 -1.944
H -5.878 -2.259 -2.810
H -6.121 -2.694 -0.379
C 4.301 2.543 -0.649
O 3.136 1.928 -1.055
H 5.172 1.829 -0.417
H 4.013 3.329 0.024
H 4.776 3.218 -1.416
H 2.457 2.560 -1.279
C -1.146 2.452 -2.627
O -1.430 2.171 -1.275
H -1.808 3.267 -2.905
H -1.305 1.594 -3.252
H -0.067 2.680 -2.924
H -1.105 2.948 -0.789
```

Calculated values
Multiplicity: 1
Relative energy (zero: lowest compared OMol25 entry of this formula, charge and spin) in kcal per mole: 126.63
E_tot in Eh: -1597.5212
LUMO energy in eV: -0.1
Orbital gap in eV: 7.944
Highest occupied orbital energy in eV: -8.03

[2]
The following is a quantum chemistry calculation of 8 unconnected molecules or ions with the total composition C12H43BO13, from OMol25.

Geometry as XYZ:
```
69
Properties=species:S:1:pos:R:3
O 1.157 -0.190 0.846
H 1.860 0.341 0.357
H 0.932 0.255 1.701
H 0.350 -0.217 0.222
B -0.398 -0.925 -2.291
H -0.614 -0.082 -3.107
H 0.762 -1.105 -2.099
H -0.964 -0.508 -1.316
H -0.946 -1.928 -2.634
C -3.674 0.107 -3.500
C -4.158 -1.303 -3.858
O -3.114 -2.141 -4.317
O -3.217 0.220 -2.174
H -4.504 0.782 -3.713
H -2.839 0.369 -4.160
H -4.969 -1.272 -4.586
H -4.593 -1.727 -2.940
H -2.337 -1.982 -3.767
H -2.341 -0.193 -2.047
C 3.942 -1.929 -0.859
C 3.752 -2.166 0.618
O 4.177 -1.063 1.417
O 5.232 -2.337 -1.278
H 3.787 -0.866 -1.056
H 3.188 -2.490 -1.404
H 4.256 -3.082 0.936
H 2.682 -2.325 0.805
H 4.124 -1.285 2.348
H 5.846 -1.604 -1.199
C -0.911 2.816 1.762
C -1.565 4.157 1.649
O -0.630 5.098 1.148
O -0.319 2.409 0.523
H -1.607 2.071 2.129
H -0.018 2.920 2.393
H -1.963 4.492 2.620
H -2.501 4.117 1.076
H -1.114 5.895 0.917
H 0.147 3.185 0.190
C 2.974 2.288 -1.371
C 1.842 2.191 -2.385
O 1.828 1.010 -3.152
O 2.918 1.390 -0.252
H 3.118 3.336 -1.091
H 3.862 2.012 -1.955
H 1.899 3.038 -3.077
H 0.883 2.357 -1.867
H 1.104 0.423 -2.829
H 3.661 1.673 0.292
C 0.763 -0.531 3.929
C 1.793 0.492 4.383
O 2.181 1.242 3.243
O -0.268 0.060 3.112
H 0.241 -0.918 4.810
H 1.241 -1.356 3.404
H 2.637 -0.062 4.814
H 1.399 1.111 5.194
H 2.522 2.090 3.538
H -0.901 0.428 3.734
C -2.966 -2.342 0.199
C -3.510 -3.331 1.197
O -4.899 -3.059 1.351
O -1.595 -2.614 -0.064
H -3.100 -1.301 0.520
H -3.510 -2.468 -0.743
H -2.993 -3.321 2.163
H -3.360 -4.315 0.735
H -5.307 -3.842 1.730
H -1.355 -2.191 -0.914
```

Calculated values
Multiplicity: 1
Relative energy (zero: lowest compared OMol25 entry of this formula, charge and spin) in kcal per mole: 0.00
E_tot in Eh: -1485.7480
LUMO energy in eV: -0.4
Orbital gap in eV: 8.261
Highest occupied orbital energy in eV: -8.67

[3]
The following is a quantum chemistry calculation of 9 unconnected molecules or ions with the total composition C12H43N17O9, from OMol25.

Geometry as XYZ:
```
81
Properties=species:S:1:pos:R:3
C -22.219 -15.079 15.027
O -21.952 -15.952 13.949
C -21.545 -17.205 14.433
C -20.763 -17.962 13.347
C -19.368 -17.432 13.099
N -21.528 -17.917 12.065
H -22.611 -14.130 14.663
H -21.384 -14.819 15.686
H -22.991 -15.551 15.645
H -20.917 -17.175 15.329
H -22.426 -17.800 14.697
H -20.754 -19.050 13.442
H -18.682 -17.598 13.939
H -19.306 -16.355 12.933
H -18.824 -17.932 12.304
H -21.024 -18.244 11.245
H -21.815 -16.976 11.813
N -24.901 -24.610 8.896
C -23.594 -24.343 9.131
N -23.053 -24.831 10.309
O -22.872 -23.726 8.353
H -25.438 -23.983 8.328
H -25.259 -25.468 9.273
H -23.632 -25.525 10.749
H -22.062 -24.744 10.420
N -14.992 -17.084 9.091
C -16.059 -17.742 9.608
N -16.323 -18.943 9.008
O -16.768 -17.262 10.499
H -14.412 -17.454 8.364
H -14.874 -16.156 9.460
H -17.177 -19.384 9.315
H -16.106 -18.894 8.026
N -23.550 -19.942 13.679
C -23.850 -20.834 12.687
N -23.152 -20.610 11.560
O -24.613 -21.774 12.899
H -23.876 -19.982 14.624
H -23.138 -19.058 13.422
H -23.348 -21.129 10.719
H -22.706 -19.722 11.384
N -15.670 -19.539 14.791
C -16.259 -19.628 13.544
N -16.297 -18.418 12.932
O -16.489 -20.741 13.061
H -15.066 -20.305 15.028
H -15.550 -18.618 15.160
H -16.611 -18.217 11.981
H -15.836 -17.653 13.379
N -14.922 -22.654 8.834
C -15.622 -22.872 9.979
N -15.017 -22.547 11.131
O -16.793 -23.292 9.974
H -15.495 -22.612 8.009
H -14.098 -22.103 8.983
H -15.617 -22.660 11.929
H -14.215 -21.958 11.019
N -24.056 -18.490 8.623
C -24.307 -19.789 8.276
N -23.157 -20.465 8.102
O -25.350 -20.409 8.027
H -23.112 -18.257 8.860
H -24.734 -17.777 8.429
H -23.407 -21.383 7.759
H -22.257 -20.162 8.439
N -19.825 -22.178 10.425
C -19.696 -20.854 10.513
N -18.659 -20.382 11.245
O -20.460 -20.021 9.991
H -19.288 -22.781 11.029
H -20.520 -22.701 9.921
H -17.985 -21.072 11.538
H -18.425 -19.412 11.184
N -18.236 -24.276 12.604
C -18.946 -25.391 12.240
N -19.490 -26.089 13.246
O -19.104 -25.626 11.042
H -18.165 -23.866 13.516
H -17.736 -23.894 11.808
H -20.007 -26.936 13.096
H -19.046 -25.998 14.144
```

Calculated values
Multiplicity: 1
Relative energy (zero: lowest compared OMol25 entry of this formula, charge and spin) in kcal per mole: 56.12
E_tot in Eh: -2091.3232
LUMO energy in eV: -0.1
Orbital gap in eV: 8.441
Highest occupied orbital energy in eV: -8.53

[4]
The following is a quantum chemistry calculation of 8 unconnected molecules or ions with the total composition C12H43N3O8, from OMol25.

Geometry as XYZ:
```
66
Properties=species:S:1:pos:R:3
C -0.026 3.246 -4.755
O 0.528 2.486 -3.705
C 1.896 2.186 -3.882
C 2.336 1.290 -2.715
C 3.822 0.967 -2.790
N 1.556 0.057 -2.593
H 0.129 2.764 -5.725
H 0.406 4.250 -4.803
H -1.101 3.348 -4.621
H 2.076 1.792 -4.890
H 2.455 3.121 -3.739
H 2.057 1.893 -1.844
H 3.925 0.401 -3.722
H 4.169 0.372 -1.950
H 4.405 1.879 -2.916
H 0.590 0.369 -2.710
H 1.677 -0.570 -3.390
C -3.766 -4.421 5.148
O -2.752 -3.467 4.981
C -2.900 -2.565 3.907
C -1.550 -2.055 3.409
C -1.698 -0.712 2.675
N -0.938 -2.992 2.471
H -3.523 -5.056 5.999
H -3.882 -5.024 4.244
H -4.720 -3.959 5.431
H -3.431 -3.027 3.062
H -3.588 -1.795 4.280
H -0.851 -1.883 4.230
H -2.262 -0.881 1.756
H -0.767 -0.189 2.468
H -2.248 -0.061 3.361
H -0.608 -3.842 2.919
H -1.617 -3.275 1.772
C -0.681 -1.352 -0.322
O -2.020 -0.972 -0.510
C -2.167 0.090 -1.438
C -1.738 1.462 -0.945
C -2.599 1.926 0.228
N -1.778 2.431 -2.045
H -0.170 -1.584 -1.258
H -0.647 -2.221 0.336
H -0.077 -0.621 0.230
H -1.640 -0.205 -2.356
H -3.200 0.174 -1.783
H -0.698 1.505 -0.587
H -2.277 2.883 0.635
H -2.484 1.236 1.072
H -3.657 1.817 -0.018
H -1.875 3.375 -1.694
H -0.886 2.396 -2.548
O 2.645 3.200 -0.219
H 2.562 2.332 0.223
H 2.097 3.792 0.304
O 2.068 0.702 0.818
H 1.866 -0.100 1.343
H 1.748 0.492 -0.071
O 1.724 -1.962 1.663
H 0.825 -2.314 1.851
H 2.162 -1.928 2.523
O 2.852 -2.095 -1.055
H 2.387 -2.025 -0.213
H 2.391 -1.433 -1.598
O 4.370 1.712 2.290
H 5.277 1.482 2.067
H 3.823 1.157 1.713
```

Calculated values
Multiplicity: 1
Relative energy (zero: lowest compared OMol25 entry of this formula, charge and spin) in kcal per mole: 19.06
E_tot in Eh: -1249.1420
LUMO energy in eV: 0.5
Orbital gap in eV: 9.474
Highest occupied orbital energy in eV: -8.99

[5]
The following is a quantum chemistry calculation of 9 unconnected molecules or ions with the total composition C12H43NO9, from OMol25.

Geometry as XYZ:
```
65
Properties=species:S:1:pos:R:3
C -3.916 3.003 -2.255
O -3.515 1.877 -1.455
C -2.507 1.065 -1.942
C -1.068 1.731 -2.022
C -0.026 0.859 -2.787
N -0.616 2.069 -0.686
H -4.448 2.657 -3.141
H -3.056 3.608 -2.542
H -4.611 3.706 -1.796
H -2.444 0.139 -1.370
H -2.666 0.749 -2.973
H -1.206 2.590 -2.678
H -0.411 0.524 -3.750
H 0.421 0.016 -2.261
H 0.848 1.431 -3.099
H -1.395 2.514 -0.222
H 0.271 2.547 -0.613
C -3.240 2.331 1.708
C -3.218 0.760 1.649
O -2.566 0.301 2.837
H -3.637 2.831 0.825
H -2.258 2.778 1.866
H -3.856 2.672 2.540
H -2.642 0.379 0.805
H -4.225 0.345 1.610
H -2.229 -0.562 2.587
C 3.799 1.956 0.851
C 3.541 1.212 -0.495
O 4.043 2.037 -1.548
H 3.507 3.005 0.817
H 4.863 1.789 1.022
H 3.219 1.522 1.665
H 2.489 1.075 -0.747
H 4.079 0.265 -0.522
H 3.360 2.677 -1.759
C 3.851 -1.928 1.437
C 4.201 -1.340 2.815
O 3.257 -1.944 3.684
H 2.846 -1.560 1.229
H 3.953 -3.012 1.387
H 4.485 -1.507 0.657
H 4.223 -0.255 2.916
H 5.164 -1.761 3.102
H 3.711 -2.702 4.060
C -1.605 -3.006 -1.830
C -2.703 -3.552 -0.982
O -3.066 -2.599 -0.035
H -1.280 -3.854 -2.432
H -0.840 -2.658 -1.135
H -1.958 -2.149 -2.404
H -2.515 -4.363 -0.278
H -3.595 -3.779 -1.565
H -2.307 -2.309 0.478
O -1.246 -1.903 1.928
H -0.592 -1.490 1.364
H -0.738 -2.467 2.511
O 1.963 -2.139 -1.632
H 1.839 -2.370 -2.552
H 2.612 -2.765 -1.312
O 1.499 0.272 3.002
H 0.954 0.035 2.252
H 1.957 -0.536 3.231
O 0.410 -0.412 0.359
H -0.024 0.373 0.026
H 0.860 -0.778 -0.402
```

Calculated values
Multiplicity: 1
Relative energy (zero: lowest compared OMol25 entry of this formula, charge and spin) in kcal per mole: 14.48
E_tot in Eh: -1214.8274
LUMO energy in eV: 0.1
Orbital gap in eV: 9.247
Highest occupied orbital energy in eV: -9.14

[6]
The following is a quantum chemistry calculation of 10 unconnected molecules or ions with the total composition C12H44N12O10, from OMol25.

Geometry as XYZ:
```
78
Properties=species:S:1:pos:R:3
N -2.115 -1.802 -5.044
C -2.282 -0.660 -4.563
N -1.653 -0.586 -3.404
O -2.773 0.426 -5.291
H -2.459 -1.845 -5.992
H -1.352 -2.403 -4.713
H -1.896 0.266 -2.952
H -1.288 -1.353 -2.797
N 3.140 0.108 1.976
C 2.309 -0.488 2.696
N 1.103 -0.624 2.270
O 2.678 -0.905 3.970
H 4.148 0.167 2.363
H 3.128 0.369 0.922
H 0.490 -1.193 2.962
H 0.722 -0.022 1.523
N 3.099 0.805 -0.469
C 4.246 0.530 -0.937
N 4.325 -0.787 -0.975
O 5.160 1.454 -1.293
H 2.893 1.846 -0.396
H 2.269 0.192 -0.861
H 5.281 -1.231 -1.288
H 3.733 -1.523 -0.582
N -0.637 -2.551 -1.832
C -0.739 -3.624 -2.558
N -0.222 -3.441 -3.734
O -1.265 -4.813 -2.109
H -1.167 -2.548 -0.977
H 0.245 -2.061 -1.550
H -0.318 -4.158 -4.404
H 0.333 -2.528 -3.894
N -1.169 -5.572 0.881
C -1.509 -4.478 1.466
N -0.719 -4.130 2.426
O -2.224 -3.504 0.895
H -1.767 -5.796 0.139
H -0.736 -6.363 1.445
H -0.948 -3.130 2.751
H -0.227 -4.818 2.948
N 2.299 3.451 -0.129
C 1.494 3.606 -1.104
N 2.114 3.890 -2.188
O 0.212 3.249 -1.042
H 1.830 3.134 0.784
H 3.109 4.019 0.064
H 1.683 3.591 -3.069
H 2.957 4.450 -2.174
C -2.557 0.788 0.891
C -1.499 -0.138 0.378
O -0.262 0.597 0.438
H -2.581 1.831 0.522
H -2.371 0.934 1.976
H -3.603 0.442 0.765
H -1.750 -0.612 -0.565
H -1.450 -0.948 1.078
H -0.378 1.408 0.039
C -0.458 3.808 2.465
C 0.457 2.770 3.095
O 1.587 2.615 2.309
H -0.577 3.465 1.450
H -0.049 4.824 2.363
H -1.456 3.773 2.939
H 0.003 1.803 3.260
H 0.765 3.141 4.068
H 1.956 1.766 2.558
C -1.570 -0.734 4.061
O -0.534 -1.657 4.123
H -2.348 -0.986 3.364
H -1.138 0.266 3.936
H -1.844 -0.687 5.112
H -0.124 -1.698 5.040
C -2.595 2.921 -2.873
O -1.920 1.869 -2.132
H -1.977 3.124 -3.825
H -2.456 3.749 -2.182
H -3.669 2.693 -3.114
H -1.121 2.235 -1.703
```

Calculated values
Multiplicity: 1
Relative energy (zero: lowest compared OMol25 entry of this formula, charge and spin) in kcal per mole: 253.89
E_tot in Eh: -1892.9514
LUMO energy in eV: -0.4
Orbital gap in eV: 8.023
Highest occupied orbital energy in eV: -8.47